(1)
C41H52F4N2O5Si2 as an isolated structure. Source: the Open Molecules 2025 dataset; level of theory: wB97M-V/def2-TZVPD.

Calculated values
Kohn-Sham gap: 9.498 eV
net charge: 0
electronic energy: -83204.809 eV
highest occupied orbital energy: -9.0 eV

Element x y z (Å)
C -2.16404 0.97064 -3.71687
C -1.19740 0.57483 -3.12868
C -0.01363 0.06774 -2.43444
C 1.29607 0.74453 -2.89972
C 2.53103 -0.16609 -2.62398
Si 2.88398 -0.08574 -0.76777
C 2.15711 -1.65151 0.00822
C 2.26537 -1.63589 1.55973
C 1.03892 -1.00033 2.21161
N -0.06555 -0.60930 1.38477
O 0.98191 -0.83015 3.39753
O 4.51536 -0.09111 -0.35766
Si 5.14005 1.28833 0.37911
C 5.84362 2.54980 -0.84100
C 4.93962 2.85888 -2.05583
C 3.88560 3.89202 -1.77537
O 3.90466 4.66290 -0.86258
O 2.87471 3.93840 -2.69353
C 3.96873 2.15624 1.58911
C 4.77580 2.66576 2.82873
N 4.52957 4.05962 3.20273
C 5.30800 5.00839 2.41255
C 6.79051 4.95211 2.86625
C 3.17357 4.38197 3.26667
C 2.23790 3.56381 4.16165
O 2.69026 5.28091 2.62737
H -2.99881 1.32754 -4.26062
H 0.03679 -1.02118 -2.51584
H -0.15044 0.27900 -1.36865
H 1.22335 1.02414 -3.95112
H 1.37528 1.66618 -2.31788
H 2.19885 -1.16970 -2.91564
H 3.37588 0.08860 -3.26824
H 2.10398 1.04018 -0.21836
H 1.16272 -1.88515 -0.36987
H 2.81743 -2.46079 -0.34161
H 2.34721 -2.66523 1.91227
H 3.15105 -1.06909 1.85497
H 0.02137 0.35897 1.09691
H -0.90773 -0.71933 1.94300
H 6.29944 0.83536 1.18601
H 6.08147 3.46981 -0.29730
H 6.78875 2.17049 -1.24162
H 4.55108 1.93246 -2.48379
H 5.57839 3.29630 -2.83257
H 2.63302 4.87249 -2.74053
H 3.15720 1.52298 1.95990
H 3.48571 2.97240 1.03782
H 4.50350 2.05143 3.69203
H 5.83669 2.47117 2.66179
H 5.20716 4.84743 1.33271
H 4.98726 6.03143 2.59037
H 7.24216 5.94324 2.91031
H 7.41161 4.33287 2.21181
H 6.82516 4.50660 3.86285
H 1.23986 3.97809 4.06197
H 2.18052 2.56445 3.71396
H 2.57418 3.52479 5.19616
F -2.33924 -1.16767 3.14461
C -3.38128 -0.41724 3.56907
C -3.18435 0.92635 3.81442
C -4.25615 1.69529 4.24472
C -5.50169 1.11010 4.43249
C -5.67839 -0.24463 4.18484
C -4.61198 -1.01431 3.74452
H -2.20341 1.36109 3.66999
H -4.11895 2.75147 4.43430
H -6.33481 1.71146 4.77222
H -6.64692 -0.70324 4.33434
H -4.73270 -2.07063 3.53827
F 0.80860 -2.18427 -5.55550
C 1.74111 -3.15431 -5.54000
C 1.75766 -4.05690 -4.49410
C 2.71744 -5.05872 -4.48067
C 3.65224 -5.14029 -5.50362
C 3.62471 -4.22233 -6.54449
C 2.66083 -3.22471 -6.56792
H 1.02512 -3.97228 -3.70137
H 2.73593 -5.77587 -3.67077
H 4.40240 -5.92018 -5.48881
H 4.35540 -4.28261 -7.34012
H 2.61873 -2.50514 -7.37511
F -5.11978 2.52262 -4.25170
C -6.10503 1.71880 -3.80037
C -7.41885 2.06231 -4.04841
C -8.43045 1.23203 -3.58799
C -8.11656 0.07923 -2.88028
C -6.78939 -0.24738 -2.63680
C -5.77356 0.57417 -3.10357
H -7.64269 2.96898 -4.59523
H -9.46442 1.48507 -3.78121
H -8.90786 -0.56457 -2.51874
H -6.54395 -1.14327 -2.08215
H -4.73352 0.33115 -2.93015
F -7.70309 -3.76550 3.19825
C -6.79801 -4.76307 3.21382
C -6.79482 -5.65655 4.26708
C -5.86372 -6.68518 4.27866
C -4.94320 -6.80330 3.24626
C -4.95622 -5.89490 2.19724
C -5.89160 -4.87073 2.17631
H -7.51504 -5.54431 5.06699
H -5.85649 -7.39508 5.09496
H -4.21567 -7.60429 3.26028
H -4.23706 -5.98303 1.39382
H -5.92116 -4.15829 1.36185

These are the Löwdin partial charges, in e, on atoms 1 to 8:
1 C 0.111
2 C -0.128
3 C -0.222
4 C -0.260
5 C -0.235
6 Si 0.529
7 C -0.255
8 C -0.151

***

(2)
A 3-piece molecular cluster, C6H18NO3 overall. Source: the Open Molecules 2025 dataset; level of theory: wB97M-V/def2-TZVPD.

Calculated values
Kohn-Sham gap: 7.225 eV
net charge: -1
relative energy (zero: lowest compared OMol25 entry of this formula, charge and spin): 81.6 kJ/mol
electronic energy: -14146.530 eV
highest occupied orbital energy: -3.5 eV

Element x y z (Å)
C -1.11600 -0.51892 2.39716
C -0.91143 -0.13784 0.88613
C 0.59908 -0.24803 0.63697
C 1.12680 -1.68212 0.66156
C 2.35160 -1.96095 -0.19558
N -1.40459 1.24790 0.66770
C -1.40981 1.84976 -0.74741
O -0.77624 1.06981 -1.61352
H -0.27360 -0.12941 2.97060
H -1.22302 -1.59760 2.37633
H -2.03394 -0.06147 2.79381
H -1.56468 -0.81903 0.32823
H 0.64438 0.05428 -0.41624
H 1.07751 0.50418 1.27513
H 0.29328 -2.33514 0.39279
H 1.51130 -1.90643 1.67989
H 2.51696 -3.04561 -0.25410
H 2.21978 -1.74397 -1.27063
H 3.19265 -1.36523 0.13053
H -2.33928 1.37199 1.02451
H -0.93121 2.86314 -0.67704
H -2.54385 1.93454 -0.90367
H 1.25674 2.19091 -1.62684
H 1.19365 3.29518 -0.55596
O 1.75125 2.94063 -1.25861
H -1.61358 -0.25979 -2.42994
H -0.32888 -0.68749 -3.10550
O -1.26489 -0.82328 -3.16630

These are the Löwdin partial charges, in e, on atoms 1 to 8:
1 C -0.079
2 C -0.412
3 C -0.198
4 C -0.273
5 C -0.132
6 N -0.048
7 C -0.465
8 O -0.316

***

(3)
A 3-piece molecular cluster, C18H28BrF2NO7P2 overall. Source: the Open Molecules 2025 dataset; level of theory: wB97M-V/def2-TZVPD.

Calculated values
Kohn-Sham gap: 7.546 eV
net charge: 0
electronic energy: -128998.590 eV
SMILES string: Cc1cccc(C[PH](Br)(CC(C)C)P(N)O)c1.O=C1OC[C@@H](F)O1.O=C1OC[C@@H](F)O1
highest occupied orbital energy: -7.3 eV

Element x y z (Å)
C 4.23356 0.23620 0.32463
C 3.81667 1.68628 0.40278
C 4.77360 2.66862 0.30643
C 4.41689 3.99445 0.38284
C 3.11881 4.37324 0.56405
C 2.14688 3.39357 0.65500
C 0.70694 3.89866 0.81454
P -0.56082 2.57678 0.43984
Br -0.40073 1.89005 2.73149
C -2.39565 2.82720 0.60059
C -3.17425 1.51501 0.79771
C -3.37210 0.71302 -0.50956
C -4.58447 1.75251 1.40661
P -0.64355 3.37422 -1.68712
N -1.35366 2.19996 -2.72226
O 0.92773 3.49421 -2.25136
C 2.49824 2.06811 0.58341
H 5.09000 0.10090 -0.34083
H 4.55203 -0.06115 1.33407
H 3.40761 -0.41712 0.05443
H 5.82357 2.41013 0.18912
H 5.18170 4.76517 0.31831
H 2.83748 5.41982 0.63594
H 0.56391 4.30424 1.81812
H 0.56598 4.69066 0.06928
H -0.16397 1.29151 0.00597
H -2.63847 3.58807 1.34654
H -2.72192 3.25157 -0.36202
H -2.68228 0.81472 1.47990
H -3.99087 1.24606 -1.23678
H -3.84986 -0.23744 -0.24545
H -2.37708 0.45791 -0.88819
H -4.55606 2.51497 2.19015
H -5.33840 1.94260 0.63788
H -4.85435 0.81418 1.90741
H -1.02189 1.24971 -2.58001
H -2.36115 2.25033 -2.75192
H 1.24229 2.58853 -2.39833
H 1.73877 1.28825 0.67069
O 0.99457 -0.69090 0.55197
C 1.13541 -1.81166 0.92020
O 2.21409 -2.26896 1.59616
C 1.94166 -3.62163 1.97771
C 0.90429 -4.02807 0.96320
F 0.02093 -4.91752 1.48158
O 0.22869 -2.80643 0.71086
H 1.55312 -3.64019 2.99709
H 2.84042 -4.23133 1.92999
H 1.30968 -4.41919 0.03055
O 0.60159 -6.69435 -1.73568
C -0.43928 -6.13050 -1.78440
O -0.62373 -4.83575 -1.41542
C -1.97023 -4.48371 -1.74367
C -2.64756 -5.83030 -1.77231
F -3.65455 -5.86184 -2.67735
O -1.60823 -6.68994 -2.20653
H -1.99028 -3.98914 -2.71593
H -2.39210 -3.81386 -0.99780
H -3.01959 -6.17044 -0.80415

These are the Löwdin partial charges, in e, on atoms 1 to 8:
1 C -0.035
2 C -0.257
3 C -0.062
4 C -0.086
5 C -0.059
6 C -0.285
7 C -0.361
8 P 0.490

***

(4)
A 3-piece molecular cluster, C2H6N4O2 overall. Source: the Open Molecules 2025 dataset; level of theory: wB97M-V/def2-TZVPD.

Calculated values
Kohn-Sham gap: 8.637 eV
net charge: 0
relative energy (zero: lowest compared OMol25 entry of this formula, charge and spin): 738.1 kJ/mol
electronic energy: -12219.003 eV
highest occupied orbital energy: -8.8 eV

Element x y z (Å)
C -0.16347 0.28082 -0.36250
C 2.09335 0.76187 0.03206
H 1.06013 -2.29327 -0.42842
H 0.95197 -1.50722 0.98878
H -1.33235 -0.94189 0.72735
H 2.81538 1.51647 -0.48280
H -2.51493 -0.20338 -0.43095
H -3.03587 2.14797 -0.64496
N 0.39885 -1.89154 0.31094
N -0.55060 -0.94179 -0.06282
N -0.81672 1.38701 -0.11210
N -2.21105 1.07357 0.18145
O 1.18923 0.45817 -0.84195
O 2.11608 0.15321 1.12591

These are the Löwdin partial charges, in e, on atoms 1 to 8:
1 C -0.442
2 C -0.310
3 H 0.136
4 H 0.012
5 H 0.174
6 H 0.180
7 H 0.187
8 H 0.212